Here is a single C5H11OP molecule in a non-equilibrium geometry from the OMol25 dataset. Energies are from ωB97M-V/def2-TZVPD.

The HOMO-LUMO gap comes out at 8.4 eV. For the energy relative to the best compared isomer or geometry (same formula, charge and spin), the calculation gives 43.5 kcal/mol. The value obtained for the strongest force on any atom is 6.18 eV Å⁻¹. For the HOMO energy, the calculation gives -8.5 eV. As for the LUMO energy: -0.1 eV. The total charge is 0.

Last columns: bonded neighbours and bond lengths (Å).
CARTESIAN COORDINATES (ANGSTROEM)
1 C -1.783 -0.576 -0.324  C2 1.513, H8 1.149, H9 1.082, H10 1.061
2 C -1.258 0.782 0.085  C1 1.513, C3 1.777, H11 1.103, H12 1.145
3 C 0.492 0.701 0.384  C2 1.777, C4 1.558, C5 1.549, P6 1.952
4 C 1.137 0.866 -1.024  C3 1.558, H13 1.170, H14 1.090, H15 1.112
5 C 1.177 -0.398 1.233  C3 1.549, H16 1.139, H17 1.021, H18 1.165
6 P 0.392 2.461 1.223  C3 1.952, O7 1.448
7 O 0.612 3.426 0.166  P6 1.448
8 H -1.527 -1.493 0.320  C1 1.149
9 H -2.866 -0.566 -0.338  C1 1.082
10 H -1.575 -0.952 -1.294  C1 1.061
11 H -1.390 1.533 -0.712  C2 1.103
12 H -1.725 0.866 1.127  C2 1.145
13 H 0.241 0.934 -1.774  C4 1.170
14 H 1.777 1.748 -1.006  C4 1.090
15 H 1.799 0.050 -1.386  C4 1.112
16 H 0.800 -0.459 2.305  C5 1.139
17 H 2.194 -0.347 1.155  C5 1.021
18 H 0.753 -1.382 0.777  C5 1.165